No. 1
44
Properties=species:S:1:pos:R:3 method="wB97M-V/def2-TZVPD" energy_ha=-2523.5844 charge=-1 homo_energy_ev=-5.3 gap_ev=7.81 lumo_energy_ev=2.50 e_above_lowest_ev=0.411
Ba 0.0649 -0.0282 0.3355
O 0.3750 2.4101 1.3609
N -0.2891 3.3894 0.9146
N -0.8395 3.1858 -0.2204
O -0.7037 2.0776 -0.8902
C -1.6135 4.2402 -0.7746
C -2.0193 5.3307 -0.0087
C -2.7612 6.3377 -0.6019
C -3.1102 6.2664 -1.9438
C -2.7128 5.1697 -2.6941
C -1.9684 4.1546 -2.1149
H -1.7474 5.3787 1.0348
H -3.0757 7.1856 -0.0065
H -3.6935 7.0575 -2.3977
H -2.9843 5.1006 -3.7397
H -1.6522 3.2844 -2.6708
Cl 2.7285 -5.5369 -4.6271
C 2.4166 -4.3023 -3.4330
C 3.2121 -4.2408 -2.2782
C 2.9975 -3.2655 -1.3457
C 1.9817 -2.2684 -1.4988
O 1.8800 -1.3150 -0.6680
C 1.1300 -2.4166 -2.6489
C -0.0550 -1.6360 -2.8636
O -0.6512 -0.9144 -2.0705
C 1.3982 -3.4106 -3.6112
H 4.0013 -4.9682 -2.1369
H 3.6176 -3.2004 -0.4611
H -0.4760 -1.7544 -3.8820
H 0.7675 -3.4761 -4.4901
F 2.1103 -1.3662 4.3694
C 1.5577 -1.4821 3.1474
F 1.7433 -0.3060 2.5158
F 2.2727 -2.3946 2.4731
C 0.0395 -1.8444 3.1870
O -0.6060 -1.4583 2.1033
C -0.0617 -3.3984 3.3761
F -1.2915 -3.7558 3.7733
F 0.1732 -4.0322 2.2295
F 0.7995 -3.8923 4.2897
C -0.5839 -1.1536 4.4512
F -1.9163 -1.1911 4.3982
F -0.2246 -1.6989 5.6295
F -0.2299 0.1388 4.4890


No. 2
15
Properties=species:S:1:pos:R:3 method="wB97M-V/def2-TZVPD" energy_ha=-324.9084 charge=+1 homo_energy_ev=-16.2 gap_ev=10.56 lumo_energy_ev=-5.62 e_above_lowest_ev=3.554
C 0.0684 -1.1149 0.4914
C 1.4326 -1.1905 -0.2802
C -0.6342 0.2819 0.5290
C -1.3686 0.6067 -0.7877
C 0.5051 1.2478 0.3486
N 2.2393 -0.2292 -0.5449
O 1.6984 1.0544 -0.0873
H -0.5204 -1.9652 0.2181
H 0.5657 -1.3170 1.5110
H 1.7754 -2.1304 -0.5417
H -1.0202 1.3756 -1.4424
H -2.3411 0.9071 -0.2827
H -1.5287 -0.4170 -1.1403
H 0.3407 2.3670 0.5595
H -1.2124 0.5237 1.4494


No. 3
23
Properties=species:S:1:pos:R:3 method="wB97M-V/def2-TZVPD" energy_ha=-330.3284 homo_energy_ev=-8.1 gap_ev=9.15 smiles="CCC/C=C/NCC" lumo_energy_ev=1.06 e_above_lowest_ev=3.797
C -2.2925 0.7164 -1.7965
C -0.8951 0.4498 -2.5239
C 0.2005 1.3265 -1.9161
C 0.9094 0.4621 -0.8146
C 0.5647 0.1828 0.3921
N 1.1530 -1.0434 0.8752
C 0.6401 -1.5192 2.2340
C 0.2818 -0.4790 3.3418
H -2.6706 -0.1349 -1.0275
H -2.2215 1.6342 -1.3238
H -3.0022 0.8492 -2.7537
H -0.8771 -0.6893 -2.4785
H -1.1343 0.6473 -3.5495
H 0.9130 1.4902 -2.8374
H -0.1493 2.2770 -1.5571
H 1.7233 -0.0695 -1.3698
H -0.2581 0.7430 0.9195
H 2.1176 -1.0531 1.0604
H -0.4349 -1.9307 1.8893
H 1.2011 -2.4415 2.3564
H 0.1546 -0.9680 4.3880
H -0.7406 -0.1759 3.1646
H 0.8544 0.2887 3.4918


No. 4
16
Properties=species:S:1:pos:R:3 method="wB97M-V/def2-TZVPD" energy_ha=-234.5450 homo_energy_ev=-8.6 gap_ev=9.66 smiles="CC1C=CC=C1.[H][H]" lumo_energy_ev=1.10 e_above_lowest_ev=1.565
C 1.8508 -0.1985 0.0758
C 0.4467 -0.4000 0.6492
C -0.5328 -1.1865 -0.1839
C -1.7186 -0.5528 -0.2044
C -1.5975 0.7152 0.5269
C -0.3410 0.8391 0.9859
H 2.4719 0.3601 0.7838
H 1.8351 0.3513 -0.8681
H 2.3347 -1.1653 -0.0988
H 0.5627 -0.9559 1.5972
H -0.1134 0.7117 -2.1261
H -0.2979 -2.1388 -0.6488
H -2.6287 -0.9031 -0.6821
H -2.4046 1.4284 0.6615
H 0.0686 1.4259 -2.0233
H 0.0640 1.6693 1.5553


No. 5
26
Properties=species:S:1:pos:R:3 method="wB97M-V/def2-TZVPD" energy_ha=-828.5756 charge=+1 homo_energy_ev=-12.2 gap_ev=6.45 lumo_energy_ev=-5.71 e_above_lowest_ev=2.710
C 1.2978 -2.8239 -0.2202
C -1.6700 0.8569 -0.7484
C 0.3080 2.4569 -0.0993
C -1.2551 -0.4852 -0.1537
C -1.2070 2.0549 0.1075
C 1.2623 1.6840 0.7646
N 1.4359 -2.9204 -1.4395
N 1.3952 -3.8435 0.6181
N 0.7621 -1.6498 0.4467
N 0.2245 -0.4324 -0.0765
O -1.9932 3.1826 -0.2073
I 3.2921 1.5411 0.5714
H -1.3559 1.0852 -1.7499
H -2.8086 0.8363 -0.7800
H 0.6466 2.5797 -1.1068
H 0.3858 3.4730 0.3518
H -1.3845 -0.5355 1.0019
H -1.6163 -1.3523 -0.7557
H -1.1036 1.8669 1.2325
H 0.9661 1.2936 1.7388
H 1.4355 -2.1490 -2.0465
H 1.6651 -4.6640 0.2240
H 0.9021 -3.7959 1.5449
H 0.3528 -1.7373 1.3287
H 0.4888 -0.1658 -1.0933
H -2.4265 3.6438 0.5462


No. 6
64
Properties=species:S:1:pos:R:3 method="wB97M-V/def2-TZVPD" energy_ha=-7754.7772 charge=+1 homo_energy_ev="-10.8 / -10.9" gap_ev="8.28 / 8.25" lumo_energy_ev="-2.53 / -2.60" e_above_lowest_ev=0.000
Ni 0.3210 -0.6212 -0.6940
N 2.1096 0.2344 -0.5094
C 2.1894 1.5680 0.0860
C 3.3504 2.3159 0.0302
C 3.3674 3.5827 0.5900
C 2.2322 4.0972 1.2102
C 1.0751 3.3362 1.2748
C 1.0556 2.0644 0.7102
P -0.3537 0.9309 0.7560
C -1.8208 1.9937 0.6658
C -2.0572 2.6655 -0.5362
C -3.1252 3.5373 -0.6536
C -3.9772 3.7373 0.4251
C -3.7437 3.0815 1.6241
C -2.6676 2.2117 1.7489
C -0.3133 0.1592 2.4047
C -1.3380 -0.7115 2.7867
C -1.2626 -1.3991 3.9878
C -0.1655 -1.2248 4.8218
C 0.8493 -0.3564 4.4538
C 0.7784 0.3321 3.2503
H 2.7191 -0.4216 -0.0230
H 2.4431 0.2432 -1.4718
H 4.2306 1.9191 -0.4587
H 4.2697 4.1759 0.5380
H 2.2543 5.0858 1.6443
H 0.1882 3.7253 1.7574
H -1.3838 2.5299 -1.3731
H -3.2939 4.0601 -1.5843
H -4.8175 4.4107 0.3321
H -4.3967 3.2484 2.4688
H -2.4844 1.7182 2.6934
H -2.2015 -0.8537 2.1480
H -2.0610 -2.0694 4.2736
H -0.1066 -1.7614 5.7575
H 1.6996 -0.2098 5.1043
H 1.5742 1.0171 2.9825
C -1.5093 -3.3893 -1.7081
Se -1.7907 -1.7318 -0.7445
C -2.6590 -0.7528 -2.1908
C -1.8089 -0.5999 -3.4411
Se -0.2815 0.5886 -3.1821
C 1.0045 -0.4045 -4.2486
H -2.3720 -3.5531 -2.3497
H -1.4483 -4.1849 -0.9709
H -0.5783 -3.3092 -2.2597
H -2.9469 0.2086 -1.7627
H -3.5741 -1.3043 -2.4135
H -2.4195 -0.1852 -4.2443
H -1.4094 -1.5569 -3.7747
H 0.5878 -0.5865 -5.2357
H 1.2546 -1.3250 -3.7250
H 1.8854 0.2267 -4.3531
C 1.6408 -3.1028 0.5886
C 2.1358 -2.7409 -0.8123
C 2.5260 -3.9858 -1.5992
O 1.1746 -2.0274 -1.5499
H 2.4188 -3.6136 1.1582
H 0.7768 -3.7675 0.5296
H 1.3465 -2.2095 1.1487
H 3.0622 -2.1512 -0.6826
H 1.6545 -4.6319 -1.7204
H 3.3036 -4.5510 -1.0884
H 2.8888 -3.7117 -2.5897